[1]
Molecular formula: C23H27N2S3
Method: DFT, ωB97M-V/def2-TZVPD

Geometry as XYZ:
```
55
Properties=species:S:1:pos:R:3:forces:R:3:mulliken_charge:R:1
C 2.722133 4.022314 -0.379615 -0.474 0.005 -0.005 -0.58
C 1.355857 4.256341 -0.178459 -0.027 -0.315 -0.115 -0.65
C 0.405388 3.331898 -0.618619 0.291 0.180 0.431 0.10
C 0.814437 2.105094 -1.200411 0.953 0.953 0.845 -1.34
C -0.178500 1.028819 -1.474098 -0.058 0.142 -1.108 1.47
S 0.349779 0.155101 -2.919471 -0.228 -0.347 -1.361 -0.15
C -0.677868 0.974918 -4.212633 0.192 -0.434 -0.418 -0.56
C -1.859976 1.709953 -3.595499 -0.896 -0.870 -0.116 -0.55
S -1.722866 1.810318 -1.779272 -1.338 1.171 0.057 -0.28
C 2.174384 1.988491 -1.578705 -0.106 0.006 0.362 0.08
C 3.108587 2.918705 -1.135722 0.027 -0.087 -0.005 -0.64
H 3.460724 4.728270 0.005044 -0.207 -0.238 -0.167 0.44
H 1.034046 5.145196 0.359421 0.003 -0.120 -0.227 0.41
H -0.663604 3.567595 -0.499305 0.813 -0.241 0.176 0.39
H -0.090103 1.646726 -4.860574 0.094 -0.233 0.662 0.40
H -1.037690 0.169127 -4.881059 0.204 0.284 0.473 0.40
H -1.968318 2.699578 -4.035741 0.177 0.145 0.400 0.49
H -2.801155 1.168023 -3.837487 0.562 0.262 0.369 0.35
H 2.495151 1.161240 -2.214140 -0.026 0.232 0.495 0.42
H 4.162406 2.762800 -1.345614 -0.159 0.024 -0.136 0.41
C -2.737541 -3.352659 -0.954317 -0.080 -0.063 -0.099 -2.32
C -1.795672 -2.177936 -1.182277 -0.586 1.201 -0.477 2.23
C -0.520766 -2.633899 -1.828980 0.570 -0.097 -0.507 -1.74
C -2.585039 -1.163537 -1.978437 0.128 1.577 -0.734 -1.04
C -1.424577 -1.418982 0.092020 -1.058 -0.199 0.664 -0.90
C -1.012673 -2.505082 1.079211 0.714 -0.544 0.168 -0.76
C -0.657909 -1.946799 2.415819 -0.250 -0.213 0.561 -0.82
N 0.204350 -0.807847 2.211765 0.013 0.690 -0.561 0.34
C 1.041529 -0.391736 3.253212 0.732 0.293 0.104 0.11
C 1.822500 0.694370 2.876353 0.441 0.070 0.826 0.71
C 2.776200 1.240323 3.742577 -0.067 -0.028 0.003 -0.53
C 2.949201 0.652383 5.004036 0.016 -0.077 0.179 -0.64
C 2.177318 -0.459800 5.399451 -0.453 0.288 -1.147 -0.69
C 1.209922 -0.985931 4.505525 0.501 0.268 0.526 -0.72
S 1.501122 1.218703 1.254718 -0.532 -0.828 0.334 0.19
C 0.281693 -0.076524 1.044319 0.874 0.280 0.839 0.27
N -0.397322 -0.301645 -0.065343 0.375 0.461 -0.135 0.25
H -3.606394 -3.063028 -0.368048 -0.126 0.054 0.114 0.44
H -3.103642 -3.719258 -1.916363 0.059 0.139 0.002 0.47
H -2.250631 -4.180649 -0.471858 0.171 -0.462 0.202 0.51
H 0.212483 -1.825472 -1.881448 -0.235 -0.647 0.119 0.28
H -0.090319 -3.434668 -1.251451 0.217 -0.473 0.036 0.41
H -0.678171 -3.000013 -2.843864 -0.073 -0.002 -0.030 0.44
H -2.083870 -0.146531 -1.945489 -0.942 -2.097 -0.186 -0.57
H -2.721840 -1.423354 -3.032294 -0.080 -0.220 0.093 0.41
H -3.572658 -0.979897 -1.515940 0.303 -0.240 -0.222 0.44
H -2.335042 -0.925822 0.525353 0.545 -0.310 -0.469 0.52
H -1.881104 -3.161882 1.239405 0.435 0.233 -0.267 0.45
H -0.157746 -3.128240 0.676942 -0.954 0.755 0.480 0.27
H -1.551613 -1.651138 3.010193 0.501 -0.094 -0.381 0.33
H -0.103391 -2.697436 2.994948 -0.156 0.254 -0.083 0.54
H 3.364021 2.112629 3.410949 -0.264 -0.581 0.349 0.40
H 3.703556 1.051987 5.703077 -0.503 -0.194 -0.522 0.37
H 2.318545 -0.910560 6.385127 -0.076 0.154 -0.435 0.40
H 0.622666 -1.850577 4.793071 0.047 0.133 0.043 0.37
```
Forces are in eV/Å.

Summary:
E_LUMO (eV): -3.8
Total charge: +1
HOMO-LUMO gap (eV): 7.4
ΔE to the lowest compared entry with this formula, charge and spin (eV): 2.024



[2]
Molecular formula: C27H28N2NdO5P2
Method: DFT, ωB97M-V/def2-TZVPD

Geometry as XYZ:
```
65
Properties=species:S:1:pos:R:3:forces:R:3:mulliken_charge:R:1
C -1.841057 2.710150 -3.721869 -0.045 0.044 0.117 -0.29
C -1.470224 1.430206 -3.399472 0.340 -0.685 -0.699 0.08
C -0.101705 1.006246 -3.717599 0.442 1.136 0.218 0.05
C 0.936966 2.056167 -3.737359 -0.612 -1.724 0.371 1.12
C 0.503809 3.401905 -3.691345 -1.185 0.658 -0.447 -1.06
C -0.835168 3.717064 -3.889247 0.772 0.079 -0.160 -0.54
C 2.279731 1.643050 -3.615394 -1.235 -1.247 1.465 -0.74
C 2.583129 0.255608 -3.554202 -1.803 -0.577 0.475 0.86
C 1.434797 -0.687820 -3.546961 1.424 0.744 0.258 -0.10
C 1.641362 -2.013620 -3.007875 0.214 -0.450 -0.661 0.13
C 2.919119 -2.560874 -2.992647 -0.090 1.467 -0.116 -0.30
C 4.056917 -1.686212 -3.131211 -1.369 2.007 -0.058 -0.59
C 3.851417 -0.269607 -3.220838 0.287 -3.054 -0.208 -1.06
H -2.909985 2.990716 -3.787017 0.736 -0.108 0.422 0.41
H 1.244632 4.169231 -3.531165 0.069 0.238 -0.352 0.46
H -1.148182 4.746389 -4.137663 0.278 -0.624 0.499 0.39
H 2.919981 2.285300 -3.023926 0.724 0.593 -1.062 0.33
H 3.077022 -3.618872 -2.811833 -0.045 0.104 0.258 0.45
H 5.050048 -2.109777 -3.081078 0.051 0.163 0.173 0.42
H 4.670178 0.387285 -3.040728 0.590 0.418 -0.253 0.49
N 0.171689 -0.299189 -3.736493 -0.062 0.615 1.441 -0.42
Nd 0.936226 0.920324 1.054327 0.137 2.281 0.087 1.16
C -2.335018 0.457336 -2.618867 1.336 0.376 -0.179 -1.48
H -2.163894 -0.565742 -2.952639 -0.270 0.000 -0.127 0.41
H -3.379492 0.752451 -2.654650 -0.172 -0.118 0.142 0.69
C 0.444796 -2.684046 -2.360886 0.851 0.705 0.044 -1.32
H -0.468304 -2.455866 -2.899136 -0.109 -0.157 -0.114 0.55
H 0.609849 -3.763174 -2.250188 -0.189 0.187 0.067 0.65
P -1.776289 0.483044 -0.786164 -0.935 1.367 -0.370 0.92
P 0.204630 -1.966034 -0.606370 0.945 -0.990 0.009 0.90
C 1.510137 -2.923678 0.269891 0.087 -0.166 0.015 -1.50
H 1.478845 -2.704746 1.349402 0.037 -0.149 -0.246 0.42
H 1.311641 -3.994776 0.119872 0.317 0.207 0.149 0.42
H 2.506311 -2.671868 -0.116247 -0.199 -0.053 0.085 0.35
C -1.210722 -3.035362 -0.177573 -0.260 0.011 0.221 -1.39
H -0.845257 -4.066108 -0.092127 -0.267 0.167 -0.059 0.49
H -1.640471 -2.725865 0.780132 -0.113 -0.241 -0.191 0.32
H -1.975540 -2.982006 -0.961320 0.096 -0.034 0.238 0.39
C -2.168388 2.231049 -0.348406 -0.015 0.236 -0.195 -1.52
H -3.065696 2.540432 -0.901872 0.170 0.118 0.219 0.47
H -2.375121 2.303671 0.731054 0.013 -0.047 -0.222 0.46
H -1.336400 2.911788 -0.577841 -0.281 -0.171 -0.024 0.33
C -3.306195 -0.257330 -0.120146 -0.102 -0.334 0.183 -1.47
H -3.246986 -0.312901 0.970991 -0.214 -0.044 -0.156 0.35
H -4.153072 0.378129 -0.408238 0.117 -0.222 0.112 0.47
H -3.453278 -1.268965 -0.519443 -0.048 0.263 0.154 0.37
C -0.644614 -0.454850 2.064206 -5.595 -4.507 3.727 0.29
O -1.441300 -1.076170 2.656768 3.553 2.731 -2.612 -0.20
H 1.348189 0.529386 -0.546779 1.221 -0.688 -3.075 -0.15
O 0.982435 5.297107 1.483982 -0.206 -1.100 -0.815 -0.59
C 1.160380 4.098186 1.471570 0.569 0.281 0.599 0.39
O 0.875299 3.164121 0.572199 0.092 0.452 0.754 -0.48
C 1.727530 3.459490 2.753532 0.424 -0.805 0.326 0.27
C 2.601104 2.313313 2.723081 -0.512 0.425 0.280 -0.89
C 2.608711 1.417493 3.800235 0.049 0.603 0.535 -0.34
C 1.962907 1.800292 5.002925 -0.362 1.061 -1.703 0.02
C 1.317394 3.043032 5.130818 0.619 -0.305 -1.081 -0.41
C 1.185291 3.853176 3.978790 0.238 -0.890 0.447 -0.69
N 1.889635 0.873116 6.080400 -0.151 -2.380 3.403 0.94
O 2.352785 -0.284700 5.926066 -0.900 2.448 -0.123 -0.57
O 1.358184 1.251994 7.153164 1.146 -0.644 -2.529 -0.54
H 3.292673 2.162039 1.868981 -0.607 -0.040 0.312 0.74
H 3.108896 0.446806 3.748396 0.113 0.438 0.203 0.64
H 0.899291 3.348023 6.078488 -0.050 -0.111 0.001 0.53
H 0.612023 4.766342 4.046846 -0.051 0.043 -0.172 0.53
```
Forces are in eV/Å.

Summary:
Spin multiplicity: 4
E_LUMO (alpha / beta) (eV): -4.9 / -4.8
Total charge: +1
HOMO-LUMO gap (alpha / beta) (eV): 5.3 / 5.4
Expectation value of S²: 3.76



[3]
Molecular formula: C23H31N8O4S2V
Method: DFT, ωB97M-V/def2-TZVPD

Geometry as XYZ:
```
69
Properties=species:S:1:pos:R:3:forces:R:3:mulliken_charge:R:1
V 0.952831 0.468044 1.114354 -4.634 -1.083 -1.688 0.54
C 0.340067 -2.791579 2.496587 -0.113 0.776 0.047 -1.24
C -0.830249 -1.828845 2.447498 0.917 0.857 -0.464 0.72
C -2.106532 -2.318276 2.779625 -0.056 0.231 0.414 -0.86
C -3.131650 -1.435597 3.048831 0.530 -0.412 -0.206 -0.91
C -2.907196 -0.058597 2.822765 -0.227 0.025 -0.085 0.97
C -3.928833 0.883065 3.156480 0.094 0.509 -0.162 -0.76
C -3.659506 2.246615 2.976028 -0.415 -1.794 0.671 -0.74
C -2.400815 2.606387 2.519853 0.464 0.153 -0.602 -0.59
C -1.396620 1.733850 2.142465 -0.373 0.593 -0.244 0.58
S 0.124145 2.459842 1.550548 -1.272 0.972 0.890 -0.54
C -1.631179 0.332749 2.272940 -0.928 1.153 1.196 0.33
N -0.580354 -0.522805 2.129107 -1.475 -2.226 0.290 0.19
H 0.042532 -3.683402 3.043549 0.121 -0.032 -0.070 0.50
H 1.201864 -2.316957 3.014453 -0.531 -0.379 -0.457 0.17
H 0.611795 -3.063647 1.476686 0.300 -0.101 0.038 0.26
H -2.207606 -3.397151 2.919454 -0.053 0.435 0.104 0.46
H -4.062971 -1.809023 3.490489 0.246 0.315 -0.370 0.39
H -4.872040 0.444965 3.557339 0.770 0.752 -0.363 0.32
H -4.319689 3.058968 3.248925 -0.337 -0.321 0.000 0.40
H -2.203389 3.657639 2.416807 0.188 0.297 0.003 0.43
C 7.276783 -0.032284 3.254101 0.233 -0.247 -2.021 -1.35
C 6.581129 -1.281312 2.683049 -0.111 0.414 1.417 0.76
C 6.661874 -1.418169 1.192452 0.472 1.082 -0.304 -1.41
C 5.172283 -1.287545 3.234507 -0.441 -1.256 1.463 -1.20
N 4.176411 -0.631248 2.460515 -2.048 -0.096 -1.482 0.49
C 3.739367 0.636611 2.412300 -0.604 -0.548 -0.834 -0.10
N 2.683849 0.725589 1.617766 5.806 -0.682 1.180 -0.32
N 2.484112 -0.596586 1.133743 2.313 -1.026 1.779 0.45
N 3.317818 -1.432796 1.651154 0.649 1.705 0.198 -0.94
H 8.312567 -0.019684 2.901728 -0.072 0.163 0.156 0.38
H 7.273477 -0.048408 4.321239 -0.132 0.258 0.706 0.42
H 6.778604 0.855622 2.813294 0.297 -0.166 0.541 0.27
H 6.928196 -2.159001 3.220601 0.931 -0.182 -0.332 0.26
H 5.974118 -0.712154 0.687874 0.504 -0.268 0.096 0.24
H 6.471570 -2.392651 0.841559 -0.725 -1.298 -0.280 0.39
H 7.686168 -1.250418 0.855669 -0.058 0.418 0.008 0.43
H 5.135267 -0.827457 4.233140 0.198 -0.129 -0.219 0.49
H 4.842858 -2.348046 3.398340 -0.089 1.016 -0.435 0.41
H 4.176875 1.483435 2.910573 0.085 -0.057 0.239 0.43
C -6.767151 0.293103 -4.550352 0.182 -0.689 -0.173 -1.17
C -5.570723 1.230063 -4.545638 0.405 -0.192 -0.532 -0.43
S -4.024915 0.290081 -4.803681 -1.349 -1.548 -0.408 1.08
O -4.176940 -0.918807 -3.957364 0.788 1.702 -1.018 -0.63
O -3.821058 0.148982 -6.243830 0.133 0.078 1.522 -0.64
C -2.650491 1.274785 -4.126228 -0.832 0.521 0.316 -0.62
C -1.439780 0.400854 -4.037996 2.569 0.252 -0.622 -1.12
N -0.506470 0.655119 -2.858959 -0.028 0.076 0.469 0.29
C -0.544113 -0.016656 -1.681931 -0.244 0.711 -0.735 0.65
N 0.475103 0.288391 -0.881523 0.151 0.102 -1.447 0.05
C 1.299625 1.116086 -1.611371 -1.215 0.950 -0.212 -0.45
C 0.659920 1.445515 -2.780584 -0.705 -1.855 0.216 -0.25
N 1.156425 2.187560 -3.842743 1.702 2.263 -3.252 0.90
O 2.351085 2.591467 -3.703365 -3.312 -0.888 -0.597 -0.55
O 0.422153 2.409884 -4.887714 2.296 -0.656 3.531 -0.58
C -1.642824 -0.935144 -1.398721 -0.143 -0.589 0.315 -1.02
H -7.686846 0.831978 -4.692383 -0.251 0.463 -0.383 0.41
H -6.914549 -0.226676 -3.610656 0.419 -0.143 0.164 0.31
H -6.657452 -0.456324 -5.333345 -0.220 0.021 -0.060 0.33
H -5.482184 1.639515 -3.564642 0.173 0.801 0.602 0.34
H -5.647587 1.988341 -5.343332 0.261 -0.237 0.482 0.40
H -2.954946 1.584772 -3.121400 -0.133 0.157 -0.201 0.47
H -2.511855 2.129591 -4.793628 -0.033 -0.035 0.252 0.45
H -0.731935 0.635064 -4.881302 -1.198 -0.749 0.528 0.37
H -1.771434 -0.637722 -4.022659 0.519 -0.063 0.164 0.48
H 2.175529 1.598331 -1.210998 0.130 -0.180 -0.031 0.55
H -1.510111 -1.323667 -0.393350 -0.058 -0.237 0.018 0.00
H -1.646686 -1.754017 -2.139986 -0.195 0.273 0.433 0.44
H -2.587723 -0.400214 -1.428707 -0.239 -0.129 -0.159 0.27
```
Forces are in eV/Å.

Summary:
Spin multiplicity: 4
E_LUMO (alpha / beta) (eV): -3.6 / -3.6
Total charge: +1
HOMO-LUMO gap (alpha / beta) (eV): 5.6 / 6.8
Expectation value of S²: 3.78
ΔE to the lowest compared entry with this formula, charge and spin (eV): 0.405



| no. | strongest force on any atom (hartree/bohr) |
| --- | --- |
| 1 | 0.0449 |
| 2 | 0.1574 |
| 3 | 0.1160 |